(1)
Computed, not measured: a structure of composition C20H51CrN3O4Si2, with ωB97M-V with the def2-TZVPD basis set.

Geometry as XYZ:
```
81
Properties=species:S:1:pos:R:3
C -14.102 -8.500 -5.413
C -12.542 -3.977 -6.752
H -13.909 -4.686 -2.528
H -16.883 -1.135 -7.250
H -12.366 -1.989 -8.964
N -14.672 -4.837 -4.532
H -17.144 -9.268 -8.436
Si -16.678 -5.461 -8.292
H -8.931 -4.825 -6.794
H -17.185 -8.050 -9.763
H -17.479 -3.852 -5.865
H -13.864 -4.915 -10.195
H -15.545 -7.526 -6.614
N -12.443 -6.701 -4.907
H -11.829 -5.155 -3.632
C -19.071 -2.275 -8.478
H -17.488 -3.799 -11.012
C -17.802 -8.646 -9.071
O -17.641 -4.177 -8.567
H -16.700 -4.081 -12.587
H -11.903 -8.612 -5.465
H -11.287 -1.274 -7.730
C -14.008 -5.451 -3.309
C -18.305 -3.323 -6.373
Cr -13.803 -5.652 -6.420
O -16.148 -5.936 -9.799
H -20.383 -7.495 -9.283
C -15.796 -5.158 -10.996
H -14.143 -9.538 -5.775
H -18.468 -2.390 -5.772
O -15.494 -5.027 -7.283
H -14.306 -6.655 -11.576
H -12.616 -8.535 -3.847
H -16.477 -1.788 -8.910
H -11.084 -4.592 -10.162
H -11.486 -6.598 -5.189
C -14.660 -4.206 -10.519
H -9.761 -3.706 -5.603
H -14.904 -5.737 -12.935
H -14.138 -7.940 -7.361
C -9.490 -3.863 -6.671
H -18.302 -8.413 -6.226
C -12.573 -5.940 -3.617
H -19.852 -7.552 -6.469
O -17.416 -6.785 -7.657
H -15.787 -2.522 -7.375
H -20.033 -6.026 -8.340
H -12.324 -6.570 -2.737
C -19.129 -8.273 -6.927
H -14.627 -3.816 -4.485
H -15.950 -6.981 -12.180
C -17.034 -4.561 -11.652
H -13.312 -3.408 -7.306
N -14.529 -7.584 -6.500
H -19.243 -3.893 -6.325
H -14.846 -8.428 -4.555
C -15.213 -6.182 -11.985
H -11.613 -5.944 -9.065
H -15.673 -5.060 -4.465
C -17.888 -2.977 -7.779
C -18.543 -7.681 -8.192
H -14.628 -6.287 -2.903
H -14.308 -3.600 -11.369
H -18.668 -1.832 -9.407
H -12.300 -3.438 -5.801
H -18.490 -9.309 -9.664
H -9.836 -5.543 -9.290
C -12.696 -8.152 -4.861
H -10.571 -1.794 -9.273
H -15.079 -3.536 -9.712
C -19.543 -6.817 -8.962
H -19.759 -9.158 -7.134
H -19.829 -3.025 -8.735
H -19.065 -6.419 -9.904
C -16.665 -2.046 -7.840
H -8.745 -3.076 -6.924
H -17.733 -5.374 -11.842
Si -11.035 -3.780 -7.827
C -11.327 -2.053 -8.508
C -10.871 -5.106 -9.230
H -19.462 -1.493 -7.822
```

Results
* multiplicity: 4
* orbital gap (alpha / beta): 0.282 / 0.330 hartree
* expectation value of S²: 3.890
* LUMO (alpha / beta): -0.152 / -0.107 Ha
* net charge: +1
* HOMO energy (alpha / beta): -11.82 / -11.90 eV



(2)
Computed, not measured: a structure of composition C20H51N3NbORbSi4, with ωB97M-V with the def2-TZVPD basis set.

Geometry as XYZ:
```
81
Properties=species:S:1:pos:R:3
H -3.413 3.089 -2.854
H 1.979 -2.532 1.400
H 4.296 -0.158 0.201
H -1.315 1.712 -4.931
H -3.878 1.221 0.504
N 2.317 0.272 -1.762
Nb 0.336 0.377 -1.337
H -4.336 1.869 2.089
H 2.415 1.257 1.613
C -0.854 -2.254 -2.618
H 0.518 0.276 5.058
H -2.849 -2.038 3.555
C -2.127 -2.743 3.124
H -3.879 -1.418 0.518
C 2.246 0.932 2.648
H -2.910 1.125 -4.388
H 4.571 -1.855 -0.276
C -1.306 2.868 1.956
H -1.262 -2.822 3.794
C 3.463 -0.704 -1.741
H -2.609 -3.732 3.084
H 3.828 -2.713 -2.391
C 0.482 3.009 -3.269
H 4.836 -0.390 -3.496
C -2.231 0.878 4.092
H -3.860 -3.181 0.713
C 0.590 -0.716 4.595
H 4.809 0.985 -2.282
Si -0.491 -0.281 1.115
H 3.220 0.678 3.094
H 0.255 -3.960 1.407
C -2.326 1.018 -1.698
H -0.180 -3.583 -0.274
H -0.031 3.970 -3.109
H -0.354 3.014 2.484
H -4.270 0.115 1.836
H 3.008 2.317 -1.809
H -1.806 0.038 -1.519
C -2.325 3.217 -2.824
H -2.035 3.594 2.351
H -3.142 1.423 4.385
C -3.780 1.064 1.584
H -1.143 3.093 0.894
H 3.102 -2.050 2.696
H 1.379 -1.276 5.120
H 1.587 2.036 -0.749
H -1.220 -4.638 0.691
C -1.841 1.157 -4.143
C 2.042 -2.192 2.440
C -1.669 1.835 -2.786
H 2.102 -2.387 -2.062
C 3.842 -1.024 -0.296
H 1.520 3.196 -2.916
C 3.025 -1.963 -2.477
H 1.643 -2.998 3.072
H -1.457 0.129 -4.129
H 3.212 1.488 -0.221
H -0.357 -1.242 4.752
H 2.853 -1.805 -3.556
H -2.040 3.786 -3.716
N -0.156 -1.266 -2.437
H -1.395 1.290 4.669
H -3.103 -2.445 -0.709
H 2.970 -1.329 0.296
H 1.822 1.779 3.205
Si -2.005 1.138 2.234
C -3.271 -2.316 0.369
H -2.422 1.596 -0.771
C 2.560 1.588 -1.102
Si -1.654 -2.317 1.334
C 4.729 -0.106 -2.425
C -0.582 -3.743 0.734
H 0.473 2.823 -4.369
H 5.613 -0.548 -1.951
H -2.367 -0.170 4.383
N -0.212 1.950 -2.498
Rb 2.643 0.949 -4.249
H -2.082 3.796 -1.926
Si 1.123 -0.577 2.792
O -1.532 -3.207 -2.788
H -3.333 0.734 -2.025
```

Results
* orbital gap (alpha / beta): 0.217 / 0.217 hartree
* LUMO (alpha / beta): -0.282 / -0.282 Ha
* net charge: +2
* HOMO energy (alpha / beta): -13.58 / -13.58 eV